57
Properties=species:S:1:pos:R:3 method="wB97M-V/def2-TZVPD" s_squared=3.75 e_tot_ev=-142848.2146 lumo_energy_ev="-3.44 / -3.35" spin_multiplicity=4 gap_ev="6.5 / 6.6" charge=+1 molar_mass_g_mol=687.63
Er 1.16 1.43 1.02
Br -10.63 -4.56 -1.18
C -9.11 -3.69 -0.45
C -8.02 -3.45 -1.28
C -6.91 -2.82 -0.75
C -6.89 -2.42 0.59
C -8.01 -2.65 1.40
C -9.11 -3.29 0.88
N -5.82 -1.76 1.16
N -4.75 -1.76 0.47
C -3.65 -1.14 1.00
C -3.53 -0.76 2.33
C -2.40 -0.11 2.81
C -1.33 0.19 1.97
O -0.28 0.87 2.35
C -1.39 -0.29 0.61
N -0.29 -0.08 -0.19
C -0.33 -0.52 -1.44
C -1.42 -1.20 -1.98
C -2.53 -1.42 -1.20
C -2.54 -0.96 0.12
H -8.03 -3.75 -2.31
H -6.05 -2.60 -1.36
H -7.99 -2.35 2.43
H -9.98 -3.48 1.49
H -4.36 -0.98 2.99
H -2.35 0.20 3.84
H 0.55 -0.30 -2.04
H -1.37 -1.56 -3.00
H -3.39 -1.94 -1.57
C 2.44 1.91 -0.86
C 3.24 1.85 -1.77
C 4.25 1.80 -2.78
C 5.32 0.93 -2.63
C 6.34 0.91 -3.57
C 6.29 1.76 -4.67
C 5.21 2.62 -4.82
C 4.19 2.65 -3.89
H 5.36 0.26 -1.79
H 7.17 0.24 -3.44
H 7.08 1.75 -5.40
H 5.16 3.29 -5.67
H 3.35 3.32 -4.00
C 4.73 0.47 1.44
P 4.16 1.73 2.64
C 4.88 3.32 2.12
C 4.76 1.31 4.30
O 2.65 1.78 2.62
H 5.75 0.15 1.65
H 4.70 0.91 0.43
H 4.06 -0.39 1.48
H 5.97 3.23 2.05
H 4.63 4.09 2.84
H 4.47 3.59 1.14
H 5.84 1.21 4.31
H 4.30 0.38 4.62
H 4.45 2.10 4.98

57
Properties=species:S:1:pos:R:3 method="wB97M-V/def2-TZVPD" s_squared=8.77 relative_energy_ev=1.083 e_tot_ev=-150164.1374 lumo_energy_ev="-5.33 / -6.69" spin_multiplicity=6 gap_ev="7.3 / 7.8" charge=+2 molar_mass_g_mol=578.20
Fe -2.86 -0.21 0.95
O -1.84 -2.08 1.63
C -0.87 -1.90 0.86
O -0.84 -0.81 0.17
C 0.25 -2.82 0.63
C 0.27 -4.11 1.13
C 1.34 -4.93 0.82
C 2.37 -4.47 0.01
C 2.36 -3.17 -0.48
C 1.29 -2.33 -0.17
P 1.14 -0.63 -0.75
C 2.65 0.29 -0.47
C 2.73 1.63 -0.89
C 3.81 2.40 -0.53
C 4.81 1.88 0.28
C 4.73 0.56 0.72
C 3.65 -0.23 0.36
C 0.53 -0.58 -2.43
C -0.58 -1.36 -2.79
C -1.05 -1.34 -4.09
C -0.44 -0.53 -5.04
C 0.67 0.22 -4.70
C 1.16 0.20 -3.40
H -0.55 -4.46 1.75
H 1.37 -5.94 1.20
H 3.19 -5.13 -0.25
H 3.17 -2.82 -1.12
H 1.94 2.05 -1.49
H 3.88 3.43 -0.88
H 5.65 2.50 0.57
H 5.50 0.15 1.35
H 3.59 -1.25 0.72
H -1.06 -2.00 -2.06
H -1.90 -1.95 -4.36
H -0.81 -0.52 -6.05
H 1.17 0.83 -5.44
H 2.05 0.76 -3.15
Br -3.88 0.99 -1.12
C -2.53 2.27 -0.62
C -2.35 3.45 -1.29
C -1.34 4.28 -0.81
C -0.58 3.87 0.27
C -0.86 2.65 0.87
N -1.84 1.86 0.43
H -2.96 3.73 -2.14
H -1.17 5.24 -1.28
H 0.22 4.49 0.66
H -0.29 2.28 1.72
C -4.35 1.36 4.79
C -3.67 0.30 3.99
N -3.37 -0.85 4.58
O -3.41 0.49 2.78
H -4.09 1.31 5.85
H -5.43 1.22 4.69
H -4.09 2.34 4.39
H -3.55 -1.01 5.56
H -2.94 -1.59 4.05

63
Properties=species:S:1:pos:R:3 method="wB97M-V/def2-TZVPD" s_squared=0.78 relative_energy_ev=0.000 e_tot_ev=-139001.1297 lumo_energy_ev="-5.35 / -8.64" spin_multiplicity=2 gap_ev="7.7 / 4.5" charge=+2 molar_mass_g_mol=819.76
Ir -0.28 0.85 -0.43
O 0.17 -3.86 2.17
C -0.92 -3.28 2.73
C -1.79 -3.99 3.56
C -2.89 -3.37 4.11
C -3.15 -2.03 3.86
C -2.28 -1.32 3.04
C -1.17 -1.93 2.47
C -0.26 -1.15 1.56
O -0.97 -0.82 0.39
N 0.18 0.09 2.22
N 0.58 1.09 1.40
C 1.41 2.00 1.73
C 1.84 3.06 0.83
Br 0.91 3.11 -0.87
C 2.83 3.90 1.12
C 3.44 5.01 0.39
C 2.76 5.79 -0.55
C 3.42 6.82 -1.20
C 4.75 7.09 -0.92
C 5.42 6.34 0.03
C 4.77 5.32 0.69
H 0.27 -4.76 2.48
H -1.58 -5.04 3.77
H -3.55 -3.93 4.76
H -4.00 -1.54 4.30
H -2.46 -0.27 2.83
H 0.61 -1.77 1.29
H 0.61 0.03 3.14
H 1.88 1.97 2.71
H 3.30 3.69 2.08
H 1.71 5.64 -0.75
H 2.88 7.43 -1.91
H 5.25 7.90 -1.42
H 6.46 6.56 0.26
H 5.29 4.74 1.45
N -3.65 -5.59 -1.25
C -3.18 -4.44 -1.69
C -3.42 -3.23 -0.95
C -2.95 -2.05 -1.43
C -2.21 -2.02 -2.64
C -1.94 -3.20 -3.36
C -2.41 -4.39 -2.90
S -1.62 -0.47 -3.28
O -2.70 0.46 -3.16
O -0.97 -0.76 -4.51
N -0.50 -0.07 -2.21
C 0.82 -0.48 -2.27
S 1.75 -1.34 -3.40
C 3.12 -1.16 -2.34
C 2.81 -0.47 -1.23
N 1.47 -0.09 -1.20
H -4.25 -5.63 -0.44
H -3.54 -6.44 -1.79
H -3.98 -3.26 -0.03
H -3.14 -1.13 -0.90
H -1.38 -3.14 -4.28
H -2.22 -5.31 -3.45
H 4.09 -1.56 -2.61
H 3.48 -0.19 -0.44
N -3.02 2.24 -0.47
C -1.98 1.74 -0.42
H -3.94 2.61 -0.65

57
Properties=species:S:1:pos:R:3 method="wB97M-V/def2-TZVPD" smiles="CCOC(=O)Cn1c(S(=O)(=O)Cc2ccccc2Cl)nc(-c2ccccc2)c1-c1ccccc1" relative_energy_ev=0.622 e_tot_ev=-61863.6377 lumo_energy_ev=0.63 spin_multiplicity=1 gap_ev=8.8 charge=0 molar_mass_g_mol=495.00
C -0.87 -3.69 2.05
C 0.32 -2.79 1.75
H 1.24 -3.38 1.66
H 0.44 -2.02 2.52
O 0.13 -2.07 0.53
C 0.42 -2.68 -0.60
O 0.87 -3.79 -0.70
C 0.08 -1.79 -1.80
N 0.28 -0.40 -1.49
C -0.66 0.57 -1.49
N -0.20 1.70 -1.03
C 1.10 1.47 -0.68
C 1.42 0.15 -0.95
C 2.61 -0.64 -0.67
C 3.10 -0.70 0.63
C 4.20 -1.48 0.93
C 4.83 -2.20 -0.07
C 4.36 -2.14 -1.37
C 3.25 -1.36 -1.67
H 2.90 -1.30 -2.69
H 4.85 -2.69 -2.16
H 5.69 -2.81 0.16
H 4.57 -1.52 1.94
H 2.60 -0.13 1.41
C 1.93 2.54 -0.13
C 3.32 2.50 -0.20
C 4.07 3.53 0.33
C 3.45 4.61 0.93
C 2.07 4.66 1.00
C 1.31 3.64 0.47
H 0.23 3.67 0.51
H 1.58 5.51 1.46
H 4.05 5.41 1.35
H 5.15 3.48 0.27
H 3.81 1.67 -0.69
S -2.34 0.38 -2.07
O -2.35 0.67 -3.48
O -2.81 -0.92 -1.68
C -3.25 1.71 -1.18
C -4.24 1.10 -0.27
C -5.60 1.18 -0.52
C -6.52 0.56 0.31
C -6.08 -0.17 1.41
C -4.73 -0.28 1.67
C -3.82 0.35 0.84
Cl -2.13 0.19 1.16
H -4.38 -0.85 2.51
H -6.80 -0.66 2.05
H -7.58 0.64 0.10
H -5.94 1.74 -1.37
H -2.46 2.27 -0.67
H -3.71 2.32 -1.95
H 0.68 -2.11 -2.66
H -0.98 -1.94 -2.04
H -0.95 -4.46 1.28
H -1.78 -3.10 2.05
H -0.73 -4.16 3.02

Repeat the third record exactly.
63
Properties=species:S:1:pos:R:3 method="wB97M-V/def2-TZVPD" s_squared=0.78 relative_energy_ev=0.000 e_tot_ev=-139001.1297 lumo_energy_ev="-5.35 / -8.64" spin_multiplicity=2 gap_ev="7.7 / 4.5" charge=+2 molar_mass_g_mol=819.76
Ir -0.28 0.85 -0.43
O 0.17 -3.86 2.17
C -0.92 -3.28 2.73
C -1.79 -3.99 3.56
C -2.89 -3.37 4.11
C -3.15 -2.03 3.86
C -2.28 -1.32 3.04
C -1.17 -1.93 2.47
C -0.26 -1.15 1.56
O -0.97 -0.82 0.39
N 0.18 0.09 2.22
N 0.58 1.09 1.40
C 1.41 2.00 1.73
C 1.84 3.06 0.83
Br 0.91 3.11 -0.87
C 2.83 3.90 1.12
C 3.44 5.01 0.39
C 2.76 5.79 -0.55
C 3.42 6.82 -1.20
C 4.75 7.09 -0.92
C 5.42 6.34 0.03
C 4.77 5.32 0.69
H 0.27 -4.76 2.48
H -1.58 -5.04 3.77
H -3.55 -3.93 4.76
H -4.00 -1.54 4.30
H -2.46 -0.27 2.83
H 0.61 -1.77 1.29
H 0.61 0.03 3.14
H 1.88 1.97 2.71
H 3.30 3.69 2.08
H 1.71 5.64 -0.75
H 2.88 7.43 -1.91
H 5.25 7.90 -1.42
H 6.46 6.56 0.26
H 5.29 4.74 1.45
N -3.65 -5.59 -1.25
C -3.18 -4.44 -1.69
C -3.42 -3.23 -0.95
C -2.95 -2.05 -1.43
C -2.21 -2.02 -2.64
C -1.94 -3.20 -3.36
C -2.41 -4.39 -2.90
S -1.62 -0.47 -3.28
O -2.70 0.46 -3.16
O -0.97 -0.76 -4.51
N -0.50 -0.07 -2.21
C 0.82 -0.48 -2.27
S 1.75 -1.34 -3.40
C 3.12 -1.16 -2.34
C 2.81 -0.47 -1.23
N 1.47 -0.09 -1.20
H -4.25 -5.63 -0.44
H -3.54 -6.44 -1.79
H -3.98 -3.26 -0.03
H -3.14 -1.13 -0.90
H -1.38 -3.14 -4.28
H -2.22 -5.31 -3.45
H 4.09 -1.56 -2.61
H 3.48 -0.19 -0.44
N -3.02 2.24 -0.47
C -1.98 1.74 -0.42
H -3.94 2.61 -0.65